Record 1
DFT (the ωB97M-V functional and the def2-TZVPD basis) results for C27H37Cl3N4RuSi4Te as an isolated structure.

Structure (XYZ):
```
77
Properties=species:S:1:pos:R:3:forces:R:3:mulliken_charge:R:1
Ru -2.62503 -0.17655 -1.35487 0.521 -0.213 -0.380 0.375
N -1.38206 5.41123 7.15936 0.001 0.001 -0.002 -0.432
C -1.52908 4.78385 6.20954 -0.004 -0.011 -0.013 -0.224
C -1.70755 3.99507 5.01964 0.014 0.004 0.017 0.574
C -2.81583 4.21006 4.20360 -0.011 0.002 -0.004 -0.949
C -2.97708 3.45891 3.05357 0.004 0.009 -0.003 -0.451
C -2.04512 2.47471 2.72444 -0.015 -0.003 -0.024 -0.511
C -0.94559 2.25455 3.55337 0.018 -0.024 -0.001 0.139
C -0.76950 3.01895 4.69219 -0.001 0.018 0.009 -1.037
C -2.21651 1.66185 1.49953 -0.070 -0.017 0.075 0.855
C -2.29587 0.28746 1.62386 -0.150 0.087 -0.021 0.202
C -2.38372 -0.46671 2.82540 0.019 -0.044 0.017 -0.116
C -2.52622 -1.78889 2.48103 0.068 0.027 0.071 -1.492
C -2.53941 -1.83350 1.07889 -0.018 0.078 -0.079 -0.847
N -2.41736 -0.61106 0.55472 0.051 -0.085 0.026 0.702
C -2.29641 2.33884 0.26070 0.033 -0.002 -0.167 0.066
C -2.17445 3.69565 0.01174 -0.047 0.054 -0.081 -0.101
C -2.29473 3.89829 -1.38315 -0.003 0.051 0.136 -1.040
C -2.46565 2.66524 -1.94544 -0.052 -0.129 0.061 -0.849
N -2.47501 1.68842 -0.96912 0.040 0.036 -0.006 0.209
H -3.54412 4.96167 4.47472 0.000 -0.001 0.000 0.495
H -3.84333 3.61823 2.42446 -0.002 -0.001 0.003 0.570
H -0.21759 1.49549 3.29465 -0.011 0.019 0.009 0.527
H 0.08862 2.86474 5.33152 -0.001 -0.001 0.001 0.508
H -2.36585 -0.04837 3.81829 -0.003 0.002 -0.002 0.691
H -2.62476 -2.63610 3.13881 -0.015 0.002 0.002 0.503
H -2.64754 -2.70078 0.44652 -0.007 -0.004 -0.001 0.931
H -2.00762 4.45619 0.75704 0.010 0.002 -0.009 0.688
H -2.25105 4.83781 -1.90809 0.000 0.004 0.008 0.502
H -2.57402 2.40613 -2.98834 -0.006 -0.014 -0.007 0.450
C 1.00149 2.31718 -0.59309 0.045 -0.029 -0.051 -0.021
Si 2.35570 1.30886 -1.39839 -0.081 0.010 -0.053 -0.070
C 2.65641 1.84050 -3.16041 -0.004 -0.002 0.023 -1.081
C 3.92185 1.27495 -0.38262 0.012 0.043 -0.006 -1.031
Si 1.72848 -1.00178 -1.35446 0.082 -0.156 0.146 -0.120
Te -0.55749 -0.92132 -2.43388 -0.652 0.372 0.253 0.292
Si 1.69214 -1.95582 0.81345 -0.009 -0.031 -0.044 0.301
C 1.05943 -0.65174 1.99827 -0.030 -0.013 -0.026 -0.255
C 0.59979 -3.47441 0.77289 -0.035 0.034 -0.013 -0.693
C 3.46436 -2.42050 1.17383 -0.016 0.005 0.009 -1.065
Si 2.84391 -2.29181 -3.04037 -0.042 0.003 0.015 0.278
C 2.31284 -1.74773 -4.74640 -0.008 0.022 0.009 -1.004
C 2.44297 -4.08872 -2.73370 -0.004 -0.006 0.003 -1.000
C 4.64583 -1.91694 -2.73533 0.021 0.002 -0.020 -0.967
H 1.29484 3.36977 -0.55602 0.002 -0.007 0.016 0.613
H 0.79840 1.98677 0.42790 0.015 -0.010 -0.004 -0.052
H 0.07423 2.25323 -1.16872 0.079 0.015 0.020 -0.359
H 2.92312 2.90038 -3.18531 0.003 -0.005 0.004 0.427
H 1.77350 1.70654 -3.78883 -0.001 0.008 0.002 0.357
H 3.48133 1.28520 -3.61019 -0.006 -0.002 -0.002 0.289
H 4.38920 2.26351 -0.40957 -0.004 -0.001 0.009 0.445
H 4.64913 0.56010 -0.77178 -0.002 0.000 -0.003 0.313
H 3.72376 1.03156 0.66262 0.001 -0.008 0.002 0.290
H 0.12764 -0.20533 1.64019 0.108 -0.075 0.006 -0.793
H 1.79396 0.14633 2.12539 0.021 0.013 -0.016 0.519
H 0.86864 -1.08884 2.98149 0.004 -0.012 0.013 0.606
H -0.41475 -3.23646 0.44563 0.078 -0.019 0.019 -0.075
H 0.53794 -3.91939 1.76918 -0.009 -0.001 0.001 0.383
H 1.00266 -4.22994 0.09636 0.021 0.001 -0.003 0.346
H 4.13896 -1.56445 1.11764 -0.003 0.004 -0.001 0.327
H 3.82606 -3.18682 0.48540 -0.001 0.003 0.002 0.283
H 3.53569 -2.82995 2.18491 0.005 -0.001 -0.001 0.414
H 1.24697 -1.89146 -4.93442 -0.002 -0.025 0.000 0.355
H 2.85013 -2.34182 -5.49045 0.013 0.011 0.007 0.372
H 2.55133 -0.69844 -4.92815 -0.009 -0.001 -0.005 0.265
H 1.37005 -4.28913 -2.77264 0.000 0.006 -0.009 0.324
H 2.81663 -4.42511 -1.76472 -0.003 0.001 0.004 0.282
H 2.92005 -4.70389 -3.50102 0.005 -0.003 0.010 0.403
H 4.88816 -0.88054 -2.97811 0.007 -0.001 0.008 0.284
H 5.25728 -2.55573 -3.37857 0.005 0.008 0.004 0.441
H 4.94502 -2.10889 -1.70333 -0.005 -0.007 0.002 0.302
Cl -7.19270 -3.01032 -1.12333 0.006 0.001 -0.004 -0.047
C -5.74071 -3.60294 -1.92158 -0.022 -0.003 0.026 0.807
Cl -5.11560 -5.05118 -1.13250 0.009 -0.010 0.007 -0.063
Cl -6.00085 -3.86426 -3.63914 0.004 0.001 -0.012 -0.052
C -4.71048 -2.55879 -1.77751 -0.039 0.035 -0.087 -0.283
N -3.90783 -1.75177 -1.66922 0.080 -0.016 0.111 -0.231
```
Positions in Å, forces in eV/Å.

Calculated values
frontier orbital gap (spin up / spin down): 5.21 / 5.21 eV
net charge: +2
highest occupied orbital energy (spin up / spin down): -13.83 / -13.84 eV
electronic energy: -113498.942 eV
M: 864.99 g/mol
multiplicity: 1

---

Record 2
DFT (the ωB97M-V functional and the def2-TZVPD basis) results for a 11-piece molecular cluster, C27H37Cl8F6NO20 overall at a distorted geometry.

Structure (XYZ):
```
99
Properties=species:S:1:pos:R:3:forces:R:3:mulliken_charge:R:1
C 0.74645 5.39764 4.36343 0.451 0.812 1.089 -0.592
N 0.33043 6.82514 4.48872 -0.713 0.458 -1.606 0.816
O 0.34357 7.39361 3.37765 -0.225 0.085 2.408 -0.500
O -0.07964 7.24980 5.56468 0.658 -0.137 -1.500 -0.517
H 1.55679 5.42488 3.63495 -0.434 -0.515 -0.085 0.277
H -0.17683 4.88485 4.09377 0.421 -0.256 -0.157 0.245
H 1.11527 5.14350 5.35716 -0.163 -0.446 -0.175 0.270
C -1.36880 1.52297 -0.18878 -1.511 0.121 0.631 -0.304
C -0.75457 0.37802 -0.86998 -0.494 -2.697 1.425 0.286
O 0.49199 0.28981 -0.25881 1.580 1.453 -0.455 -0.275
C 0.85323 1.56377 0.21756 -0.948 -0.629 0.191 0.610
O 1.90117 1.83349 0.70583 -0.775 -0.005 -0.600 -0.510
O -0.26614 2.36183 0.11995 1.011 0.023 -0.013 -0.306
F -0.78880 0.50712 -2.19705 1.018 0.788 -1.738 -0.291
H -1.85772 1.21131 0.73421 0.173 -0.080 0.184 0.251
H -2.17545 1.93010 -0.79843 0.567 0.795 -0.103 0.306
H -1.15551 -0.62550 -0.72756 -0.617 0.229 0.513 0.228
C 2.04991 -0.71581 7.21269 0.497 0.470 -0.198 -0.402
C 2.64508 -1.82511 6.40628 -0.339 -0.120 0.025 0.228
O 1.97783 -1.67974 5.14156 1.724 -1.670 0.082 -0.270
C 0.79292 -1.14856 5.33966 -2.934 2.350 -1.323 0.683
O -0.07510 -0.94270 4.48391 2.578 -1.052 2.805 -0.564
O 0.74903 -0.69410 6.63050 -0.964 0.566 -0.026 -0.320
F 2.19648 -2.93433 7.08774 0.320 -0.750 -0.884 -0.278
H 2.57566 0.23272 7.10333 -0.228 0.192 -0.306 0.292
H 2.05186 -0.96298 8.27430 -0.455 -0.101 -0.198 0.291
H 3.71735 -1.91297 6.23134 -0.218 0.123 -0.006 0.340
C 2.58090 -0.81597 -7.07030 2.144 0.274 -0.071 -0.401
C 3.88014 -0.01847 -7.55443 -4.196 -0.421 -0.078 0.267
O 4.27581 -0.74476 -8.66648 -0.527 -0.494 -0.766 -0.296
C 3.21839 -1.52263 -9.10548 0.399 -1.744 -1.210 0.620
O 3.25384 -2.27026 -10.04770 0.250 1.550 1.132 -0.506
O 2.14486 -1.42504 -8.30084 0.066 0.679 1.119 -0.293
F 4.78346 -0.03623 -6.61329 1.601 0.198 1.098 -0.249
H 1.85751 -0.25470 -6.47887 -0.329 0.147 -0.890 0.312
H 3.00811 -1.53828 -6.37470 -0.259 -0.605 -0.151 0.263
H 3.53399 0.98251 -7.81195 0.851 0.398 -0.160 0.279
C -0.54478 -5.15162 1.31069 1.363 -0.209 0.100 -0.179
C 0.93375 -5.48715 1.23476 -0.303 2.797 -1.671 0.327
O 1.06897 -6.48320 0.28951 2.428 -0.178 -0.312 -0.322
C -0.09688 -6.93162 -0.03034 -2.779 -3.549 -5.835 0.698
O -0.37808 -7.77691 -0.93466 1.558 2.862 4.059 -0.622
O -1.01800 -6.19830 0.53240 -3.652 -0.203 0.120 -0.315
F 1.35880 -5.94766 2.35011 1.635 -1.284 3.750 -0.297
H -0.69450 -4.16363 0.87531 -0.604 -0.191 -0.053 0.196
H -0.88704 -5.23912 2.34185 -0.176 0.194 -0.146 0.245
H 1.49355 -4.60303 0.92969 0.516 -0.203 -0.039 0.268
C -8.44062 -3.09340 3.32512 -0.107 0.332 2.258 -0.391
C -8.25059 -3.99670 2.17026 1.313 0.426 2.739 0.375
O -7.25008 -3.40099 1.43418 2.267 0.270 -0.830 -0.308
C -6.47596 -2.57723 2.20410 -0.088 1.531 0.449 0.648
O -5.47212 -1.97486 1.85050 -3.142 -2.138 1.508 -0.499
O -7.18424 -2.48538 3.45782 2.534 1.042 -1.550 -0.328
F -9.31653 -4.00983 1.47571 -3.410 -0.948 -2.741 -0.287
H -8.63356 -3.65863 4.23693 0.176 -0.165 0.060 0.235
H -9.27219 -2.38894 3.30789 0.181 0.335 -0.823 0.259
H -7.99243 -4.95155 2.62820 0.309 -0.669 -1.074 0.294
C -3.09867 4.71321 -4.96503 -1.096 1.809 -1.046 -0.373
C -2.18783 5.92112 -4.97539 2.054 -2.489 1.134 0.258
O -2.12367 6.18875 -3.60481 2.325 1.358 -0.143 -0.310
C -3.20848 5.77059 -3.01800 -1.932 0.498 3.791 0.704
O -3.56770 6.00498 -1.88878 0.902 0.053 -1.111 -0.569
O -3.92503 5.03440 -3.82213 -0.687 -2.404 -2.149 -0.323
F -2.54322 7.01443 -5.59834 -1.069 1.239 -1.199 -0.269
H -2.50036 3.80343 -4.91584 -0.379 -0.082 0.489 0.287
H -3.67183 4.77659 -5.89000 -0.400 -0.551 0.226 0.314
H -1.21234 5.58111 -5.32311 0.289 0.547 0.007 0.282
Cl 6.73541 5.46683 2.10788 0.320 -0.395 -0.280 -0.194
C 6.69191 4.28159 0.72936 -0.721 0.655 0.416 -0.352
C 6.18183 5.00640 -0.50526 -0.167 -0.049 -0.222 -0.451
Cl 4.47796 5.51042 -0.29108 -0.040 -0.003 0.067 -0.160
H 5.95001 3.54875 1.04655 0.210 -0.127 -0.159 0.235
H 7.67506 3.82289 0.62387 -0.079 0.237 -0.107 0.315
H 6.15171 4.35859 -1.38134 0.296 -0.096 0.129 0.283
H 6.72649 5.91948 -0.74553 0.163 -0.230 0.157 0.327
Cl -4.37570 3.77009 4.66075 -0.051 -0.052 0.018 -0.178
C -3.88740 2.21349 5.35122 -0.184 -1.855 -0.778 -0.349
C -4.63942 1.87303 6.61584 0.738 1.498 1.059 -0.469
Cl -6.39781 1.67020 6.44565 0.272 0.138 -0.171 -0.183
H -2.80454 2.23213 5.47435 -0.144 0.086 0.440 0.268
H -4.08756 1.40030 4.65353 0.000 0.358 -0.548 0.272
H -4.39120 2.76552 7.19026 -0.890 0.047 0.695 0.293
H -4.29089 1.05082 7.24082 0.282 -0.255 -0.728 0.347
Cl 7.85796 -1.42882 -2.91257 0.188 0.052 -0.073 -0.173
C 7.26725 -1.36467 -1.25466 -2.066 -0.690 0.338 -0.444
C 5.74965 -0.85162 -1.19301 1.664 -0.381 0.117 -0.419
Cl 4.58755 -2.06539 -1.88659 0.707 0.503 0.360 -0.161
H 8.00616 -0.91962 -0.58830 -0.386 0.891 -0.287 0.356
H 7.20370 -2.37330 -0.84636 0.063 -0.277 -0.424 0.285
H 5.58854 0.07651 -1.74139 0.116 -0.139 0.129 0.283
H 5.53171 -0.73329 -0.13159 -0.325 0.049 -0.163 0.276
Cl -1.72699 -4.14441 -3.78735 0.061 1.400 1.445 -0.162
C -2.08413 -4.74025 -5.37795 1.026 -0.581 0.484 -0.409
C -1.21920 -5.98208 -5.51251 -0.373 0.183 -1.766 -0.488
Cl 0.54316 -5.72836 -5.85420 -0.645 0.322 0.377 -0.181
H -1.82836 -4.00798 -6.14375 -0.231 -0.003 0.116 0.317
H -3.14061 -5.00731 -5.35270 0.133 -0.065 -0.444 0.273
H -1.60338 -6.32428 -6.47346 0.229 -1.211 0.233 0.276
H -1.29065 -6.64946 -4.65368 -0.169 -0.025 -0.397 0.380
```
Positions in Å, forces in eV/Å.

Calculated values
frontier orbital gap: 10.37 eV
SMILES: O=C1OC[C@@H](F)O1.O=C1OC[C@@H](F)O1.O=C1OC[C@@H](F)O1.O=C1OC[C@@H](F)O1.O=C1OC[C@@H](F)O1.O=C1OC[C@@H](F)O1.C[N+](=O)[O-].ClCCCl.ClCCCl.ClCCCl.ClCCCl
net charge: 0
highest occupied orbital energy: -10.52 eV
electronic energy: -187517.724 eV
M: 1093.19 g/mol
multiplicity: 1

---

Record 3
DFT (the ωB97M-V functional and the def2-TZVPD basis) results for C27H37ClN5O10Zn as an isolated structure at a distorted geometry.

Structure (XYZ):
```
81
Properties=species:S:1:pos:R:3:forces:R:3:mulliken_charge:R:1
O 2.07559 -0.78250 -1.39876 -1.504 0.808 -0.445 -0.635
C 3.22640 -1.02539 -0.78944 0.521 0.468 0.797 -0.245
C 3.24493 -2.39506 -0.07379 0.601 0.500 -0.264 0.069
C 2.22210 -2.72125 0.80997 -0.328 -0.472 0.203 0.294
H 1.42697 -1.98918 1.02075 0.452 -0.508 -0.240 0.122
C 2.18806 -3.99335 1.40594 0.412 0.642 -0.378 -0.781
H 1.34692 -4.23163 2.06057 0.315 -0.098 -0.127 0.421
C 3.23883 -4.88888 1.16023 -0.030 -0.043 0.060 -0.583
H 3.22752 -5.87138 1.63037 0.040 0.144 -0.047 0.338
C 4.30613 -4.53565 0.32328 -0.114 0.302 -0.200 -0.583
H 5.15989 -5.20335 0.16511 -0.423 0.048 0.089 0.328
C 4.29043 -3.29424 -0.32573 -0.471 -0.049 0.466 -0.621
H 5.08399 -2.98167 -1.01403 -0.209 -0.221 0.279 0.334
H 4.01080 -1.08798 -1.57774 0.754 0.051 0.342 0.123
C 3.93294 1.46926 -0.44854 0.400 0.376 -0.059 -1.695
C 3.65631 0.15243 0.18127 0.503 -1.973 0.495 0.834
H 4.94973 1.78138 -0.16814 -0.175 0.156 -0.337 0.612
H 3.24391 2.25556 -0.10271 0.184 -0.143 -0.052 0.124
H 3.82904 1.39199 -1.52989 0.104 0.094 -0.094 0.213
C 3.88461 -0.05558 1.48873 0.336 0.116 -0.498 0.095
C 4.61487 0.86569 2.43206 -0.259 0.231 0.368 -1.445
H 3.51364 -0.95518 1.97931 0.432 -0.090 -0.354 0.336
H 5.63417 0.50118 2.63322 -0.149 -0.043 -0.181 0.369
H 4.08872 0.86024 3.39419 0.190 0.135 -0.098 0.324
H 4.69554 1.91322 2.10910 -0.123 -0.316 -0.041 0.328
Zn 0.75316 1.17197 0.46074 0.325 -1.426 -0.791 1.574
Cl 1.55852 1.30164 2.51442 -0.602 0.424 0.435 -0.713
C -1.33499 2.58933 1.78255 0.275 -0.272 -1.562 -0.168
O -0.78261 2.46009 0.66044 -1.067 0.705 1.726 -1.035
N -2.58732 3.05080 1.86820 0.171 0.615 -0.131 0.655
C -3.15632 3.76064 0.71453 -0.172 -0.369 0.079 -1.081
C -3.20559 3.27781 3.16511 0.213 -0.114 0.037 -1.041
H -0.81274 2.31449 2.71515 -0.216 -0.120 -0.249 0.494
H -2.79980 3.30704 -0.21746 -0.077 0.119 0.329 0.276
H -2.88046 4.82605 0.72932 -0.032 -0.266 0.034 0.293
H -4.24583 3.67091 0.77962 0.150 0.083 -0.120 0.373
H -2.86407 2.48982 3.84782 -0.178 0.238 -0.051 0.373
H -4.29453 3.20789 3.04020 0.301 0.060 0.201 0.335
H -2.91902 4.25954 3.57789 -0.281 -0.246 -0.087 0.275
H -0.31207 -4.95623 -2.02169 0.117 0.120 0.112 0.343
H -2.58039 -3.85132 -2.20500 -0.034 0.077 0.013 0.387
C 0.04697 -4.07308 -1.46921 -0.244 0.271 -0.006 -0.836
C -2.18221 -2.98510 -1.66159 0.240 -0.163 0.237 -1.044
N -0.74428 -2.91071 -1.84491 -0.526 0.078 -0.274 0.395
H 1.09825 -3.88260 -1.71689 -0.254 -0.061 0.223 0.247
C -0.19199 -1.84288 -2.45174 0.427 0.377 -0.527 -0.235
O -0.79828 -0.84405 -2.86134 -0.137 -0.704 0.220 -0.760
H -2.65273 -2.07177 -2.03862 0.212 -0.179 0.094 0.211
H 0.90252 -1.91879 -2.56085 -0.233 0.031 0.178 0.593
H -0.05977 -4.25490 -0.38919 0.186 0.014 -0.304 0.241
H -2.40770 -3.12714 -0.59530 -0.068 0.096 -0.143 0.313
H 0.92944 4.34266 -3.86391 -0.007 0.010 0.029 0.319
H 0.53961 2.22271 -5.39985 0.212 -0.094 0.054 0.311
C 1.69661 3.76904 -3.33584 0.140 -0.301 -0.224 -0.972
C 1.38040 1.78926 -4.83861 -0.132 -0.065 0.319 -0.956
N 1.43530 2.34218 -3.49044 -0.171 0.589 -0.246 0.346
H 1.68121 4.02189 -2.27613 0.058 -0.073 -0.164 0.242
C 1.02219 1.62137 -2.45781 0.110 -0.682 1.524 1.087
O 1.02555 2.07896 -1.28137 -0.041 0.089 -1.343 -1.150
H 1.24389 0.70423 -4.75567 0.012 0.295 -0.089 0.256
H 0.68770 0.59884 -2.68419 0.125 0.269 0.240 -0.498
H 2.66747 4.00629 -3.77772 -0.011 0.063 0.112 0.313
H 2.31941 2.00029 -5.36128 -0.139 -0.037 0.056 0.326
O -0.71226 -1.99868 1.78765 -0.899 1.050 -0.683 -0.762
C -1.09817 -1.07687 1.04947 1.487 -0.188 -0.425 -0.272
O -0.41574 -0.45147 0.14045 -0.948 -0.375 1.381 1.476
C -2.53520 -0.58430 1.17343 -0.974 -0.113 0.091 -0.105
C -3.20569 0.00593 0.09107 -0.225 0.287 0.193 0.069
C -4.51567 0.49452 0.25052 0.936 -0.600 1.077 -0.693
C -5.19238 0.38901 1.47014 0.158 0.222 0.207 -0.397
C -4.50134 -0.16813 2.55574 1.121 0.101 -1.458 -0.642
C -3.19428 -0.68591 2.40305 -0.353 0.294 0.133 -0.115
N -5.05710 -0.03227 3.87881 -1.207 -0.040 2.336 1.061
O -6.18133 0.50600 3.98754 1.902 -0.887 -0.197 -0.625
O -4.39809 -0.43888 4.85811 -1.117 0.745 -1.913 -0.596
N -5.08448 1.29749 -0.81236 -0.688 1.261 -2.238 1.143
O -4.39159 1.48598 -1.84166 -1.527 -0.429 2.218 -0.579
O -6.21663 1.79966 -0.64699 1.911 -0.930 -0.156 -0.664
H -2.70618 0.13786 -0.86559 0.121 -0.050 0.189 0.757
H -6.19392 0.79669 1.60061 0.374 -0.068 -0.058 0.574
H -2.66753 -1.12247 3.25530 -0.187 0.154 -0.322 0.602
```
Positions in Å, forces in eV/Å.

Calculated values
frontier orbital gap: 4.64 eV
net charge: -1
highest occupied orbital energy: -3.88 eV
electronic energy: -117463.468 eV
M: 692.46 g/mol
multiplicity: 1

---

> The lowest M belongs to which entry?

C27H37ClN5O10Zn